No. 1
This record from the Open Molecules 2025 dataset describes C17H29N2O6PPdS2 as an isolated structure. The level of theory is wB97M-V/def2-TZVPD.

Geometry as ORCA input:
```
! wB97M-V def2-TZVPD RIJCOSX def2/J DEFGRID3
* xyz 0 1
Pd 0.04036 0.54460 -0.18772
C 3.83151 -0.53445 1.60500
C 2.58839 -0.76591 0.77890
O 1.81169 0.19682 0.73683
C 2.39421 -2.03242 0.09140
C 3.30458 -3.08319 0.34661
C 3.20696 -4.31213 -0.24834
C 2.16379 -4.52694 -1.16894
C 1.26805 -3.53720 -1.45963
C 1.32616 -2.24014 -0.84937
O 0.42170 -1.39598 -1.15315
H 3.82196 0.49774 1.94225
H 4.73107 -0.72629 1.02092
H 3.84554 -1.19563 2.47298
H 4.10951 -2.91419 1.04912
H 3.91858 -5.09426 -0.02439
H 2.07518 -5.48818 -1.66276
H 0.48410 -3.69456 -2.19157
C -3.13610 -3.66636 -0.69720
C -2.46482 -2.31373 -1.03945
N -2.46447 -1.46752 0.13608
C -1.82558 -2.13002 1.25166
C -2.69775 -3.32480 1.71053
N -3.76537 -3.50936 0.66252
C -4.69660 -2.32410 0.66116
C -3.81541 -1.06251 0.47243
H -2.42053 -4.48460 -0.61782
H -3.92867 -3.95087 -1.38834
H -3.00293 -1.79619 -1.83315
H -1.43504 -2.45686 -1.36359
H -1.69355 -1.41049 2.05965
H -0.84016 -2.46850 0.93205
H -3.21426 -3.14233 2.65229
H -2.14603 -4.26147 1.78017
H -4.29655 -4.34757 0.87894
H -5.23939 -2.33738 1.60546
H -5.40026 -2.48120 -0.15560
H -3.78384 -0.46246 1.38088
H -4.21057 -0.41764 -0.30777
C 0.21383 3.22046 -3.05882
P 1.60091 3.49775 -1.95430
C 3.02389 2.79320 -2.81498
C 1.87486 5.27851 -1.97696
O 1.42924 2.95519 -0.58002
H 0.36579 3.71941 -4.01700
H -0.68712 3.58857 -2.56697
H 0.09021 2.14772 -3.21295
H 3.13456 3.20714 -3.81809
H 2.88466 1.71351 -2.88184
H 3.92632 2.99337 -2.23692
H 1.99077 5.65525 -2.99379
H 2.76776 5.50952 -1.39616
H 1.01663 5.75686 -1.50440
O -1.61306 1.16256 -1.11794
S -2.22787 2.19158 -0.14983
O -1.90185 3.54340 -0.52352
O -3.64256 1.92804 -0.00302
S -1.14553 1.61503 1.48880
*
```

Summary:
**Lowest unoccupied orbital energy**: -0.0220 hartree
**Total energy**: -2491.7536 Eh
**ΔE to the lowest compared entry with this formula, charge and spin**: 0.0 kJ/mol


No. 2
This record from the Open Molecules 2025 dataset describes C17H29N3O2P2S as an isolated structure. The level of theory is wB97M-V/def2-TZVPD.

Geometry as ORCA input:
```
! wB97M-V def2-TZVPD RIJCOSX def2/J DEFGRID3
* xyz 0 1
C -0.66110 5.00746 1.74383
C -2.05684 4.76603 1.12418
C -2.04739 3.98316 -0.20590
C -2.82077 2.65493 -0.14305
C -2.22684 1.60399 0.85880
C -1.57629 0.40736 0.20544
C -0.24274 0.13613 0.15285
P 1.05637 1.20297 0.87451
N 1.13325 2.55187 -0.22539
O 0.49674 1.74033 2.34312
C 0.25641 -1.05940 -0.53599
C 1.77720 -1.29704 -0.60486
C 2.40869 -1.97922 0.64998
C 3.42809 -1.13883 1.39915
O 4.45592 -0.65947 0.51507
C -0.57926 -1.95525 -1.13842
P -0.14413 -3.51250 -2.03909
C 0.91660 -3.05539 -3.50705
C 0.90298 -4.56991 -0.92432
C 0.35086 -4.61403 0.50996
C -1.98723 -1.67478 -1.06489
N -2.92044 -2.47482 -1.57161
S -4.31502 -1.72041 -1.21284
N -3.78878 -0.43386 -0.42914
C -2.45446 -0.51674 -0.40503
H -0.30526 6.01482 1.50515
H 0.09038 4.31631 1.36513
H -0.65647 4.92158 2.83514
H -2.70595 4.32211 1.88438
H -2.46162 5.75836 0.90601
H -2.53443 4.59986 -0.97021
H -1.04427 3.78261 -0.58498
H -3.81635 2.91362 0.23329
H -2.93706 2.16945 -1.11564
H -1.60178 2.11776 1.58913
H -3.07960 1.20653 1.42127
H 0.62045 2.35286 -1.08256
H 2.10813 2.55763 -0.51594
H 1.12554 2.36949 2.71358
H 1.95354 -1.92414 -1.47704
H 2.27656 -0.35002 -0.82545
H 2.94360 -2.86274 0.29851
H 1.63017 -2.26891 1.35533
H 3.92453 -1.79477 2.13082
H 2.99778 -0.30721 1.95459
H 5.27832 -0.70749 1.00835
H 1.81120 -3.67913 -3.55359
H 0.31676 -3.14250 -4.41093
H 1.20891 -2.00700 -3.39207
H 1.95068 -4.25247 -0.94739
H 0.89384 -5.59025 -1.31810
H 0.06867 -3.62154 0.85902
H -0.51503 -5.27859 0.55893
H 1.09693 -5.00881 1.20596
*
```

Summary:
**Lowest unoccupied orbital energy**: -0.0196 hartree
**Total energy**: -2060.8005 Eh


No. 3
This record from the Open Molecules 2025 dataset describes C17H29NO6RuS as an isolated structure. The level of theory is wB97M-V/def2-TZVPD.

Geometry as ORCA input:
```
! wB97M-V def2-TZVPD RIJCOSX def2/J DEFGRID3
* xyz 3 2
Ru 0.54512 0.57630 -0.60057
C -1.40648 2.39444 -1.81680
C -1.31905 1.41334 -2.96962
O -0.51261 0.27112 -2.55605
C -1.32812 -0.93630 -2.61076
C -0.44908 -2.03910 -2.14806
O -0.05469 -1.65254 -0.81523
C 0.99634 -2.49328 -0.30143
C 2.29162 -1.99817 -0.88361
O 2.35550 -0.56951 -0.59908
C 3.40864 -0.20909 0.33863
C 3.08642 1.18032 0.81337
O 1.65288 1.21891 1.10360
C 1.38822 0.51885 2.36649
C -0.05858 0.69983 2.64701
O -0.71051 0.19933 1.47328
C -2.06379 0.66424 1.36400
C -2.01381 1.93781 0.55796
O -1.30179 1.55001 -0.64756
H -2.35779 2.92468 -1.80711
H -0.59145 3.11016 -1.81155
H -0.87312 1.85276 -3.85920
H -2.31159 1.04448 -3.21790
H -1.66798 -1.09141 -3.63415
H -2.18644 -0.80852 -1.94771
H 0.42943 -2.10053 -2.79299
H -0.95540 -3.00383 -2.12109
H 0.79952 -3.53329 -0.56562
H 0.96925 -2.39530 0.78323
H 2.35211 -2.11147 -1.96384
H 3.15765 -2.48407 -0.43661
H 4.37242 -0.26562 -0.16606
H 3.39232 -0.92824 1.15824
H 3.26042 1.92198 0.04532
H 3.64108 1.45093 1.71039
H 2.02567 0.95341 3.13462
H 1.62180 -0.53849 2.24207
H -0.28109 1.76286 2.77433
H -0.38340 0.15175 3.53215
H -2.49099 0.83998 2.35182
H -2.63675 -0.11169 0.86015
H -1.46785 2.73797 1.06053
H -3.00564 2.28389 0.26907
S 1.91848 1.76920 -2.12977
C 2.04817 3.49588 -1.87282
N 2.82367 4.10638 -2.81162
C 3.06222 5.43030 -2.85851
C 2.52805 6.25650 -1.90008
C 1.75668 5.67597 -0.90201
C 1.51546 4.30584 -0.88586
H 3.23413 3.52997 -3.53975
H 3.68481 5.77266 -3.67374
H 2.72065 7.31871 -1.93012
H 1.33570 6.29522 -0.11994
H 0.93819 3.87682 -0.07904
*
```

Summary:
**Lowest unoccupied orbital energy (alpha / beta)**: -0.3831 / -0.3949 hartree
**Total energy**: -1663.3804 Eh
**<S²>**: 0.761
**ΔE to the lowest compared entry with this formula, charge and spin**: 0.0 kJ/mol


No. 4
This record from the Open Molecules 2025 dataset describes a 2-piece molecular cluster, C17H30BF4N4O8P overall. The level of theory is wB97M-V/def2-TZVPD.

Geometry as ORCA input:
```
! wB97M-V def2-TZVPD RIJCOSX def2/J DEFGRID3
* xyz 0 1
C 3.67415 -0.23308 -1.76918
C 4.37053 0.88141 -0.93302
C 3.39305 1.93682 -0.36781
C 2.35420 1.25755 0.55386
C 1.01054 2.04702 0.64054
C 0.29902 1.89405 -0.74220
C -1.20691 2.25611 -0.67628
C -2.07414 1.29896 0.18100
C -2.39940 -0.08625 -0.42725
P -2.57402 -0.08288 -2.28550
O -3.36280 1.03534 -2.80495
O -1.08321 0.01942 -2.90367
O -3.08546 -1.52211 -2.78365
C -1.30634 -1.18883 -0.10752
F -0.27726 -0.69155 0.64064
C -1.92903 -2.35549 0.69660
N -2.63038 -1.85845 1.91264
C -3.42798 -0.80027 1.49682
N -3.82963 0.03288 2.40558
F -3.51575 -0.16913 3.69141
N -3.67385 -0.70050 0.13189
C -4.90557 0.05335 -0.22581
C -5.78008 -0.80112 -1.20440
C -5.68484 -2.25178 -0.75679
N -6.24609 -2.52439 0.57068
O -5.18468 -3.13299 -1.36613
H 3.66100 -1.18948 -1.22812
H 2.63548 0.04624 -2.02189
H 4.24433 -0.38775 -2.69399
H 4.94759 0.42401 -0.12967
H 5.08732 1.40071 -1.58647
H 3.97358 2.62241 0.26727
H 2.92565 2.50636 -1.18767
H 2.13518 0.21296 0.29140
H 2.76927 1.22974 1.57466
H 0.43272 1.59131 1.45883
H 1.22725 3.09880 0.87345
H 0.51141 0.87942 -1.09516
H 0.76975 2.65503 -1.38132
H -1.25965 3.23842 -0.17835
H -1.59196 2.42403 -1.69141
H -1.56505 1.22016 1.15355
H -3.00352 1.85587 0.39909
H -0.85459 0.95442 -3.03112
H -2.51220 -1.78821 -3.52624
H -0.95051 -1.66230 -1.03402
H -2.60251 -2.96777 0.07659
H -1.11732 -3.03000 0.99993
H -3.21814 -2.58554 2.31833
H -4.38961 0.84819 2.17130
H -4.72129 1.06001 -0.62173
H -5.55718 0.20138 0.65075
H -6.81126 -0.44873 -1.05687
H -5.50710 -0.63813 -2.24999
H -5.57209 -3.17053 0.98383
H -7.08111 -3.10038 0.45719
B 9.03785 -0.37381 2.52228
O 7.79424 0.25452 3.05336
C 6.89261 0.25281 2.09636
O 5.77010 0.68949 2.19575
C 7.48626 -0.38222 0.85913
O 6.91393 -0.53527 -0.19207
O 8.72588 -0.74198 1.11209
F 9.35503 -1.51602 3.26144
F 10.09454 0.53771 2.56202
*
```

Summary:
**Lowest unoccupied orbital energy**: -0.0901 hartree
**Total energy**: -2252.5245 Eh
**ΔE to the lowest compared entry with this formula, charge and spin**: 80.6 kJ/mol


Record order is preserved below.
Max |F|: 0.7 1.8 0.7 2.7 eV Å⁻¹